No. 1
# C5H8N2O

2 unconnected molecules or ions with the total composition C5H8N2O (the ωB97M-V functional and the def2-TZVPD basis, OMol25).

Positions of all 16 atoms, in Å:
C1 0.86789 -1.84715 -0.05270
C2 -0.20370 -0.90256 -0.07124
C3 -1.66645 0.04455 1.15785
C4 -0.71870 1.07556 0.87019
C5 0.22348 0.57578 0.06369
H1 1.19082 -1.67195 1.07151
H2 0.50930 -2.95231 -0.09208
H3 1.47220 -1.74848 -0.97174
H4 -0.43141 -0.79102 -1.18719
H5 -2.64768 -0.12790 1.72876
H6 -1.11971 2.23516 1.12059
H7 1.88072 0.69892 -1.22969
H8 -0.21734 3.00215 -1.02301
N1 -1.34268 -1.13145 0.55249
N2 0.89486 1.10172 -1.04681
O1 1.30839 2.43896 -0.89063

The total energy comes out at -379.77033 Ha. The energy above the lowest of the compared OMol25 structures with the same formula, charge and spin comes out at 834.5 kJ/mol. The calculation puts the lowest unoccupied orbital energy at -1.19 eV.

Löwdin atomic charge list, values in e, 2 entries: number 1, C, carries -0.0742; number 2, C, carries -0.5759

---

No. 2
# C5H8N2O

C5H8N2O in the gas phase (the ωB97M-V functional and the def2-TZVPD basis, OMol25).

Positions of all 16 atoms, in Å:
C1 -2.53168 0.87041 0.00687
C2 -1.76782 -0.43139 0.01054
O1 -2.31051 -1.53371 0.02505
N1 -0.40422 -0.19020 -0.08885
C3 0.38161 -1.19141 -0.04912
N2 1.85262 -1.07993 -0.05655
C4 2.15636 0.19241 0.77955
C5 2.25022 0.18546 -0.67838
H1 -2.49320 1.37765 -1.00000
H2 -2.42249 1.56442 0.81061
H3 -3.63192 0.68262 -0.01479
H4 -0.02896 -2.17790 0.10319
H5 1.13652 0.62029 1.15914
H6 2.97480 0.15165 1.36845
H7 1.56167 0.85278 -1.27845
H8 3.27702 0.10685 -1.09725

The total energy comes out at -379.98500 Ha. The energy above the lowest of the compared OMol25 structures with the same formula, charge and spin comes out at 270.9 kJ/mol. The calculation puts the lowest unoccupied orbital energy at 0.01 eV.

Löwdin atomic charge list, values in e, 2 entries: number 1, C, carries -0.0259; number 2, C, carries -0.5018

---

No. 3
# C5H8N2O

A molecular structure, C5H8N2O (the ωB97M-V functional and the def2-TZVPD basis, OMol25).

Positions of all 16 atoms, in Å:
C1 1.00151 -2.15783 1.87059
C2 0.07236 -0.47401 0.11570
C3 0.58310 1.34025 -0.90406
C4 -0.80947 2.15315 -0.45006
C5 -0.86806 1.01642 -1.39398
H1 0.87360 -3.46618 1.57511
H2 0.94829 -1.79037 3.08477
H3 2.10832 -2.10628 1.66827
H4 -0.66405 -2.72537 0.15559
H5 1.18208 1.95131 -1.71385
H6 -0.92235 3.14590 -0.64079
H7 -1.21209 1.67649 0.57412
H8 -0.75363 0.96361 -2.49638
N1 -0.06803 -1.47895 0.96671
N2 0.88642 0.55086 0.26922
O1 -0.89569 -0.30255 -0.78593

The total energy comes out at -379.77797 Ha. The energy above the lowest of the compared OMol25 structures with the same formula, charge and spin comes out at 814.5 kJ/mol. The calculation puts the lowest unoccupied orbital energy at -0.69 eV.

Löwdin atomic charge list, values in e, 2 entries: number 1, C, carries -0.1521; number 2, C, carries -0.5953

---

No. 4
# C5H8N2O

A molecular structure, C5H8N2O (the ωB97M-V functional and the def2-TZVPD basis, OMol25).

Positions of all 16 atoms, in Å:
C1 -0.39201 -1.15436 0.47884
C2 0.41562 0.19451 0.79661
C3 1.55752 0.80121 -0.05720
C4 2.40574 -0.11478 -0.63013
C5 -0.84653 0.88618 0.61929
H1 -2.01870 0.62698 -1.42752
H2 -3.51076 -0.23283 -0.41647
H3 -0.37323 -1.93821 1.27979
H4 -0.15030 -1.57800 -0.57487
H5 0.60400 0.29125 1.80652
H6 1.85642 1.83188 -0.05153
H7 3.36187 0.25011 -1.00193
H8 2.53881 -1.19153 -0.38723
N1 -2.56564 -0.38608 -0.79913
N2 -1.59746 -0.30866 0.36279
O1 -1.28535 2.02230 0.00217

The total energy comes out at -379.87814 Ha. The energy above the lowest of the compared OMol25 structures with the same formula, charge and spin comes out at 551.5 kJ/mol. The calculation puts the lowest unoccupied orbital energy at 0.67 eV.

Löwdin atomic charge list, values in e, 2 entries: number 1, C, carries -0.0759; number 2, C, carries -0.2193

---

No. 5
# C5H8N2O

C5H8N2O in the gas phase (the ωB97M-V functional and the def2-TZVPD basis, OMol25).

Positions of all 16 atoms, in Å:
C1 0.51513 -1.43770 -1.28150
C2 0.06859 -0.08270 -0.78115
C3 -0.47519 -0.07355 0.62220
O1 -1.35245 -1.11915 0.84248
C4 -0.63230 1.20735 1.35718
N1 0.39200 0.24297 1.73583
C5 0.62075 1.14034 -1.34160
N2 -0.52813 0.88216 -1.77246
H1 0.86554 -1.36257 -2.30845
H2 1.31834 -1.82100 -0.65347
H3 -0.31931 -2.13273 -1.23826
H4 -1.45893 -1.22133 1.79541
H5 -1.43532 1.30655 2.07442
H6 -0.34561 2.13334 0.87332
H7 1.33889 0.50787 1.49001
H8 1.42802 1.83016 -1.41396

The total energy comes out at -379.96342 Ha. The energy above the lowest of the compared OMol25 structures with the same formula, charge and spin comes out at 327.6 kJ/mol. The calculation puts the lowest unoccupied orbital energy at 0.89 eV.

Löwdin atomic charge list, values in e, 2 entries: number 1, C, carries -0.0196; number 2, C, carries -0.4012

---

No. 6
# C5H8N2O

3 unconnected molecules or ions with the total composition C5H8N2O (the ωB97M-V functional and the def2-TZVPD basis, OMol25).

Positions of all 16 atoms, in Å:
C1 -1.47799 1.42864 -0.38494
C2 -0.33351 1.04032 0.47979
C3 -0.07057 -1.13676 0.14057
C4 1.34582 -1.88911 -0.39383
C5 0.71302 0.21862 -0.17216
H1 -2.68509 0.63634 0.27340
H2 -1.38225 2.62919 -0.50195
H3 -0.96300 0.77293 -1.61901
H4 -0.03000 1.75569 1.37961
H5 -0.19576 0.08990 2.28411
H6 -1.02071 -1.32798 -0.41330
H7 1.99083 -2.83762 -0.33160
H8 1.51304 -0.11500 0.70222
N1 -0.77511 -0.29880 1.35321
N2 1.93610 -1.10421 -1.41696
O1 1.43517 0.13784 -1.37915

The total energy comes out at -379.64528 Ha. The energy above the lowest of the compared OMol25 structures with the same formula, charge and spin comes out at 1162.8 kJ/mol. The calculation puts the lowest unoccupied orbital energy at 0.55 eV.

Löwdin atomic charge list, values in e, 2 entries: number 1, C, carries -0.0978; number 2, C, carries -0.4494

---

No. 7
# C5H8N2O

C5H8N2O in the gas phase (the ωB97M-V functional and the def2-TZVPD basis, OMol25).

Positions of all 16 atoms, in Å:
C1 2.58000 0.70732 0.09941
C2 1.23766 0.14340 0.34215
N1 0.90980 -0.98313 0.85064
C3 -0.38042 -1.15192 0.31978
O1 -0.87084 -2.40512 0.17735
C4 -0.99224 0.02449 -0.04840
C5 -2.40141 0.24807 -0.48025
N2 -0.00779 0.96703 -0.12344
H1 3.34490 0.00543 0.40918
H2 2.69682 1.65376 0.64354
H3 2.69470 0.91674 -0.96892
H4 -0.30613 -2.99740 0.69093
H5 -2.90829 0.93897 0.19699
H6 -2.93524 -0.69881 -0.48559
H7 -2.43446 0.67685 -1.48319
H8 -0.22709 1.95432 -0.14018

The total energy comes out at -380.03958 Ha. The energy above the lowest of the compared OMol25 structures with the same formula, charge and spin comes out at 127.6 kJ/mol. The calculation puts the lowest unoccupied orbital energy at 0.94 eV.

Löwdin atomic charge list, values in e, 2 entries: number 1, C, carries -0.0383; number 2, C, carries -0.3188

---

No. 8
# C5H8N2O

C5H8N2O in the gas phase (the ωB97M-V functional and the def2-TZVPD basis, OMol25).

Positions of all 16 atoms, in Å:
C1 -1.98118 0.07918 -0.00008
C2 -1.35117 1.25888 0.06733
N1 0.07835 1.69543 -0.03314
C3 1.28224 1.21113 0.01296
N2 1.88656 -0.16593 0.10046
O1 1.31962 -1.42484 -0.08940
C4 -0.07555 -0.86320 -0.16557
C5 -1.41804 -1.41448 0.13315
H1 -3.07994 -0.05799 -0.22295
H2 -1.98911 2.20934 -0.26563
H3 2.27801 1.75208 0.22748
H4 3.11462 -0.21601 -0.02370
H5 0.08472 -0.36555 -1.05715
H6 0.09243 -0.50240 0.90173
H7 -1.67828 -1.80505 1.18451
H8 -1.87168 -1.95126 -0.78702

The total energy comes out at -379.75703 Ha. The energy above the lowest of the compared OMol25 structures with the same formula, charge and spin comes out at 869.4 kJ/mol. The calculation puts the lowest unoccupied orbital energy at 0.86 eV.

Löwdin atomic charge list, values in e, 2 entries: number 1, C, carries -0.1255; number 2, C, carries -0.1416

---

No. 9
# C5H8N2O

A molecular structure, C5H8N2O (the ωB97M-V functional and the def2-TZVPD basis, OMol25).

Positions of all 16 atoms, in Å:
C1 1.05471 -0.46068 0.36758
C2 1.13464 0.87646 0.21847
C3 -1.02146 1.98548 -0.22446
C4 -0.08321 -1.41322 0.41096
C5 -1.16073 -0.78938 -0.54017
N1 0.22191 1.85767 -0.13966
N2 -1.88385 0.26297 0.09894
O1 -2.85364 0.19322 0.72774
H1 1.97141 -0.88846 0.54005
H2 2.05522 1.37804 0.25532
H3 -1.78034 2.64727 -0.60251
H4 0.04218 -2.27269 -0.16795
H5 -0.55922 -1.54346 1.32574
H6 -0.82411 -0.23929 -1.49140
H7 -2.03548 -1.57128 -0.76512
H8 0.67446 2.64339 -0.42372

As for the total charge: +2. The total energy comes out at -379.12830 Ha. The energy above the lowest of the compared OMol25 structures with the same formula, charge and spin comes out at 396.7 kJ/mol. The calculation puts the lowest unoccupied orbital energy at -11.73 eV.

Löwdin atomic charge list, values in e, 2 entries: number 1, C, carries 0.0650; number 2, C, carries 0.0064

---

No. 10
# C5H8N2O2

2 unconnected molecules or ions with the total composition C5H8N2O2 (the ωB97M-V functional and the def2-TZVPD basis, OMol25).

Positions of all 17 atoms, in Å:
C1 1.15846 -1.04865 -0.25446
N1 0.82404 0.25450 -0.77446
C2 -0.94645 -0.05319 -0.96521
N2 -1.59041 0.58234 -0.13414
C3 -0.78225 1.23828 0.81263
C4 0.75378 1.22098 0.29646
H1 0.30793 -1.53604 0.28741
H2 1.27842 -1.82892 -1.15171
H3 2.06140 -0.87412 0.42289
H4 -1.21429 -0.74142 -1.69385
H5 -0.85368 0.73383 1.70094
H6 -1.16040 2.31485 0.87764
H7 1.07628 2.24888 -0.03325
H8 1.52703 0.90587 1.08560
O1 -5.07392 0.57030 0.30578
C5 -4.78307 -0.31683 -0.31333
O2 -4.62381 -1.20100 -1.02672

The total energy comes out at -455.24154 Ha. The energy above the lowest of the compared OMol25 structures with the same formula, charge and spin comes out at 307.0 kJ/mol. The calculation puts the lowest unoccupied orbital energy at 0.66 eV.

Löwdin atomic charge list, values in e, 2 entries: number 1, C, carries -0.1953; number 2, N, carries -0.1562

---

No. 11
# C5H8N2O2

C5H8N2O2 in the gas phase (the ωB97M-V functional and the def2-TZVPD basis, OMol25).

Positions of all 17 atoms, in Å:
H1 -2.60516 -2.71939 0.02745
N1 -1.80815 -2.09506 0.24143
C1 -1.70572 -1.02715 -0.43445
C2 -0.46775 0.00443 -0.33530
C3 -1.23189 1.10187 0.47668
O1 -0.20688 0.54914 -1.66501
C4 0.84618 -0.36535 0.39555
N2 1.82188 0.32931 0.00495
C5 3.15796 0.40161 0.32485
O2 4.01740 -0.27406 -0.20128
H2 -2.54542 -0.79149 -1.11778
H3 -1.03025 1.11756 1.53409
H4 -0.84776 2.15989 0.07684
H5 -2.38348 0.99298 0.48458
H6 0.71798 0.52541 -1.73079
H7 0.77326 -1.16939 1.12936
H8 3.49781 1.25968 0.78883

The total energy comes out at -455.22189 Ha. The energy above the lowest of the compared OMol25 structures with the same formula, charge and spin comes out at 358.6 kJ/mol. The calculation puts the lowest unoccupied orbital energy at 0.44 eV.

Löwdin atomic charge list, values in e, 2 entries: number 1, H, carries 0.0610; number 2, N, carries 0.0795

---

No. 12
# C5H8N2O2

2 unconnected molecules or ions with the total composition C5H8N2O2 (the ωB97M-V functional and the def2-TZVPD basis, OMol25).

Positions of all 17 atoms, in Å:
C1 -0.54702 -0.98764 0.94877
C2 -1.87438 0.64629 -0.31261
N1 -0.62756 0.31590 0.34098
C3 0.60529 -0.57549 -2.19132
C4 0.38674 1.19032 0.30426
C5 1.74236 0.81399 0.87199
N2 1.39946 -1.40293 -1.96896
O1 0.32551 2.31186 -0.17290
O2 2.44868 -0.08483 0.47460
H1 2.16766 -2.01477 -1.75497
H2 2.11677 1.57125 1.57782
H3 0.27919 -1.03597 1.64079
H4 -1.46109 -1.18453 1.49172
H5 -2.15694 -0.17162 -0.98325
H6 -2.66633 0.80729 0.42747
H7 -1.72388 1.55906 -0.89338
H8 -0.41452 -1.75822 0.19906

The total energy comes out at -455.25078 Ha. The energy above the lowest of the compared OMol25 structures with the same formula, charge and spin comes out at 282.8 kJ/mol. The calculation puts the lowest unoccupied orbital energy at 0.52 eV.

Löwdin atomic charge list, values in e, 2 entries: number 1, C, carries -0.0493; number 2, C, carries -0.0480

---

No. 13
# C5H8N2O2

A molecular structure, C5H8N2O2 (the ωB97M-V functional and the def2-TZVPD basis, OMol25).

Positions of all 17 atoms, in Å:
C1 0.75326 0.25623 -0.43982
C2 2.34660 0.82006 0.44169
C3 -1.78207 -0.10898 -0.58336
C4 -0.77580 0.10367 1.54290
C5 -0.58861 0.60684 0.11307
N1 1.05922 -0.66255 -1.10203
N2 1.58846 -1.57545 -1.67184
O1 3.18997 0.83665 -0.37846
O2 1.93605 0.84763 1.52673
H1 -1.75352 -1.25867 -0.44580
H2 -1.82537 0.10630 -1.68375
H3 -2.73052 0.19398 -0.12728
H4 -0.10980 -0.81255 1.59623
H5 -1.74042 -0.30032 1.71384
H6 -0.55588 0.88857 2.27391
H7 -0.71594 1.65270 -0.09122
H8 1.70437 -1.59413 -2.68481

The total energy comes out at -455.19500 Ha. The energy above the lowest of the compared OMol25 structures with the same formula, charge and spin comes out at 429.2 kJ/mol. The calculation puts the lowest unoccupied orbital energy at 0.05 eV.

Löwdin atomic charge list, values in e, 2 entries: number 1, C, carries -0.0789; number 2, C, carries -0.5805

---

No. 14
# C5H8N2O3

2 unconnected molecules or ions with the total composition C5H8N2O3 (the ωB97M-V functional and the def2-TZVPD basis, OMol25).

Positions of all 18 atoms, in Å:
O1 2.21286 -1.44373 -1.11688
C1 1.72973 -0.50243 -0.54127
C2 1.85706 0.06016 0.83308
C3 0.93773 0.94913 1.38584
N1 0.10576 1.55015 0.52439
C4 0.14147 1.34467 -0.95803
O2 -0.60580 1.98671 -1.70587
N2 0.66461 0.15643 -1.26933
H1 2.87784 -0.24032 1.37493
H2 1.20996 1.32111 2.39139
H3 -0.24707 2.47995 0.66841
H4 0.83568 -0.09191 -2.25782
C5 -2.18264 -1.20826 0.34994
O3 -0.89630 -1.01970 -0.36383
H5 -2.07835 -0.51824 1.21139
H6 -3.09961 -0.93001 -0.23508
H7 -2.46723 -2.11738 0.78803
H8 -0.99571 -1.77633 -1.07929

The total energy comes out at -530.49379 Ha. The energy above the lowest of the compared OMol25 structures with the same formula, charge and spin comes out at 219.3 kJ/mol. The calculation puts the lowest unoccupied orbital energy at 0.42 eV.

Löwdin atomic charge list, values in e, 2 entries: number 1, O, carries 0.0743; number 2, C, carries -0.4484